56
Properties=species:S:1:pos:R:3:mulliken_charge:R:1 method="wB97M-V/def2-TZVPD" e_lumo_ev=0.07 fmax_ev_per_a=3.06 total_energy_ev=-35366.701 orbital_gap_ev=9.99
N -1.90 -0.50 1.35 -0.40
C -0.60 -1.15 1.80 -0.92
C 0.23 -1.54 0.61 1.27
N 1.53 -1.42 0.54 0.17
C 2.29 -0.86 1.73 -0.22
C 3.43 0.13 1.38 -1.26
C 2.17 -1.56 -0.78 -0.72
O -0.49 -1.98 -0.35 -0.55
H -1.74 0.25 0.69 0.33
H -2.42 -1.27 0.95 0.30
H -1.06 -1.92 2.46 0.23
H -0.11 -0.44 2.48 0.16
H 2.62 -1.71 2.33 0.38
H 1.61 -0.28 2.36 0.08
H 4.11 0.11 2.25 0.39
H 4.10 -0.20 0.60 0.39
H 3.00 1.13 1.35 0.19
H 1.89 -0.74 -1.38 -0.01
H 3.25 -1.48 -0.64 0.38
H 1.79 -2.52 -1.12 0.33
H -2.34 -2.92 -0.42 0.38
H -3.16 -3.91 -1.38 0.28
O -3.21 -3.19 -0.74 -0.66
H 0.09 -0.86 -2.71 0.20
H -1.00 -0.98 -3.66 0.43
O -0.09 -0.59 -3.62 -0.69
H -1.10 0.74 4.67 0.29
H -1.48 0.63 3.20 0.36
O -1.00 1.19 3.83 -0.64
H -0.22 1.23 -1.35 0.37
H 0.13 1.92 0.03 0.12
O -0.58 1.69 -0.58 -0.62
H -0.03 1.60 1.80 0.30
H 0.50 2.97 2.38 0.20
O 0.73 2.17 1.89 -0.47
H -2.26 -0.48 -1.59 0.37
H -3.07 0.02 -2.70 0.28
O -2.44 -0.68 -2.52 -0.65
H -3.75 1.79 -0.42 0.27
H -2.39 1.89 -1.23 0.31
O -3.14 1.33 -1.00 -0.68
H 1.41 1.78 -2.88 0.39
H 2.48 0.79 -2.80 0.22
O 1.86 1.23 -2.19 -0.64
H -3.81 -0.48 3.63 0.32
H -3.68 0.51 2.55 0.28
O -3.57 0.45 3.50 -0.67
H 1.59 3.56 -0.13 0.28
H 2.19 2.66 -1.33 0.43
O 2.34 3.42 -0.72 -0.66
H 0.03 -3.58 -0.50 0.23
H 0.10 -4.77 -1.47 0.28
O 0.12 -4.56 -0.53 -0.71
H 2.39 3.47 -3.32 0.32
H 1.17 4.25 -2.80 0.34
O 1.48 3.68 -3.50 -0.68